1.
2 unconnected molecules or ions with the total composition C2H5N3S at a distorted geometry. Source: the OMol25 dataset; level of theory: ωB97M-V/def2-TZVPD.

- Charge: 0
- Orbital gap (alpha / beta): 0.3013 / 0.3122 Ha
- ΔE to the lowest compared entry with this formula, charge and spin: 502.37 kJ/mol
- Calculated total energy: -17455.905 eV
- M: 103.15 g mol⁻¹
- E_HOMO (alpha / beta): -8.0 / -8.8 eV

```
11
Properties=species:S:1:pos:R:3:forces:R:3:nbo_charge:R:1
S 0.690 1.103 1.370 1.1 -0.5 -1.3 0.7362
N -1.825 -0.225 0.855 0.6 -2.0 0.7 -0.7155
N 1.098 1.697 -0.162 -0.8 1.6 -0.8 -0.5676
N 0.296 -0.399 0.829 -1.4 -0.2 1.8 -0.5109
C 0.792 0.887 -1.096 2.5 -1.5 -0.6 0.0759
C 0.549 -0.528 -0.573 2.7 0.4 0.8 -0.3403
H -2.057 -0.059 1.881 0.6 -0.3 -1.3 0.3227
H -1.752 -1.296 0.812 -0.5 1.8 0.2 0.3236
H 1.071 0.959 -2.220 -0.7 0.7 2.1 0.2100
H 1.466 -1.298 -0.710 -2.0 1.8 -0.1 0.2316
H -0.329 -0.842 -0.985 -2.2 -1.7 -1.4 0.2343
```
Positions in Å, forces in eV/Å.



2.
A single C2H5N3S molecule at a distorted geometry. Source: the OMol25 dataset; level of theory: ωB97M-V/def2-TZVPD.

- Charge: 0
- Structure (SMILES): C=NNC(N)=S
- Orbital gap: 0.3176 Ha
- ΔE to the lowest compared entry with this formula, charge and spin: 357.93 kJ/mol
- Calculated total energy: -17457.402 eV
- M: 103.15 g mol⁻¹
- E_HOMO: -8.5 eV

```
11
Properties=species:S:1:pos:R:3:forces:R:3:nbo_charge:R:1
S 1.322 -1.768 -0.251 -0.4 2.4 -0.3 -0.1308
N -0.381 0.577 -0.432 1.7 -2.5 0.5 -0.4598
N -1.685 0.177 -0.358 -0.7 -6.3 1.7 -0.2198
N 1.768 0.995 0.158 4.3 -3.9 -1.1 -0.8279
C 0.934 -0.122 -0.246 -1.0 3.2 1.5 0.2361
C -1.873 -1.095 0.176 -1.5 3.4 -0.6 -0.1689
H -2.948 -1.631 0.270 2.5 2.0 -0.6 0.2015
H -0.376 1.559 -0.533 0.5 0.8 -0.3 0.3796
H -1.101 -1.591 0.779 -0.1 0.2 -0.8 0.1903
H 1.420 1.890 0.295 -1.1 1.5 0.1 0.3810
H 2.918 1.009 0.143 -4.3 -0.7 -0.1 0.4188
```
Positions in Å, forces in eV/Å.



3.
A single C2H5N3S molecule at a distorted geometry. Source: the OMol25 dataset; level of theory: ωB97M-V/def2-TZVPD.

- Charge: 0
- Orbital gap (alpha / beta): 0.3191 / 0.2239 Ha
- ΔE to the lowest compared entry with this formula, charge and spin: 520.70 kJ/mol
- Calculated total energy: -17455.715 eV
- M: 103.15 g mol⁻¹
- E_HOMO (alpha / beta): -8.1 / -6.9 eV

```
11
Properties=species:S:1:pos:R:3:forces:R:3:nbo_charge:R:1
S 1.936 -0.361 0.431 -1.2 0.2 -0.1 0.9316
N -1.649 -0.319 -0.256 0.0 1.2 -0.5 -0.4255
N 0.411 0.404 0.839 1.8 -0.3 0.7 -0.8153
N 2.236 -0.192 -1.069 0.3 -0.1 0.3 -1.0365
C -0.605 0.718 -0.060 -0.7 -0.2 -0.7 -0.0998
C -1.928 -1.448 0.010 -0.7 -0.6 -0.2 0.0955
H -1.588 -2.315 0.542 0.6 -0.3 0.5 0.1599
H 0.178 0.294 1.813 -0.1 0.0 0.1 0.3921
H -0.170 0.865 -1.055 -0.1 0.1 0.2 0.2243
H 2.348 0.747 -1.432 -0.2 0.2 -0.1 0.3660
H -1.170 1.607 0.236 0.3 -0.1 -0.1 0.2078
```
Positions in Å, forces in eV/Å.



4.
A single C2H5N3S2 molecule at a distorted geometry. Source: the OMol25 dataset; level of theory: ωB97M-V/def2-TZVPD.

- Charge: 0
- Structure (SMILES): N/N=C\NSC=S
- Orbital gap: 0.3156 Ha
- ΔE to the lowest compared entry with this formula, charge and spin: 281.90 kJ/mol
- Calculated total energy: -28293.746 eV
- M: 135.22 g mol⁻¹
- E_HOMO: -8.9 eV

```
12
Properties=species:S:1:pos:R:3:forces:R:3:nbo_charge:R:1
S -1.042 -1.021 -0.751 -0.3 0.3 0.6 0.5233
S -3.609 0.329 -0.334 -0.1 0.1 0.1 0.0487
N 1.825 0.566 -0.497 -0.1 -0.3 -0.4 -0.2329
N 0.308 -1.103 0.300 -0.4 0.2 -0.1 -0.8331
N 0.849 1.512 -0.356 -0.2 0.3 0.8 -0.6448
C -2.158 -0.088 0.221 0.0 -0.5 -0.7 -0.5240
C 1.540 -0.638 -0.248 0.2 -1.2 0.4 0.1506
H 0.335 -1.990 0.794 0.3 0.2 -0.3 0.4007
H 1.323 2.413 -0.327 -0.6 -0.3 0.2 0.3749
H -1.809 0.120 1.229 0.2 0.1 0.1 0.2090
H 0.176 1.340 0.427 0.9 0.3 -0.8 0.3500
H 2.262 -1.439 -0.458 0.0 0.6 0.1 0.1775
```
Positions in Å, forces in eV/Å.